(1)
The following is a DFT calculation (the ωB97M-V functional and the def2-TZVPD basis) of 2 unconnected molecules or ions with the total composition C3H11N at a distorted geometry.

Summary:
SMILES string: CCN.C
Highest occupied orbital energy in Eh: -0.3503
ΔE to the lowest compared entry with this formula, charge and spin in kcal/mol: 49.14
Frontier orbital gap in eV: 10.4191

The geometry in XYZ format:
```
15
Properties=species:S:1:pos:R:3:lowdin_charge:R:1
C -2.47249 0.58857 0.02156 -0.126
C -1.17461 -0.20702 -0.46113 -0.359
N -0.71727 -1.20532 0.50142 -0.041
H -3.35986 -0.07604 0.24455 0.076
H -3.02605 1.19396 -0.76500 0.076
H -2.40623 1.15264 0.91897 0.032
H -0.19511 0.44278 -0.48494 0.092
H -1.47029 -0.30765 -1.55179 0.107
H 0.25198 -1.29823 0.33818 0.005
H -0.54090 -0.47339 1.31394 0.122
C 3.03706 0.00321 0.01971 -0.061
H 3.53269 -0.72697 -0.55997 -0.019
H 2.76292 -0.33078 0.97441 -0.026
H 3.77219 0.91568 0.08088 0.056
H 2.00595 0.32856 -0.59080 0.066
```

(2)
The following is a DFT calculation (the ωB97M-V functional and the def2-TZVPD basis) of 2 unconnected molecules or ions with the total composition C3H11N2 at a distorted geometry.

Summary:
2S+1: 2
Highest occupied orbital energy (spin up / spin down) in Eh: -0.1183 / -0.3522
ΔE to the lowest compared entry with this formula, charge and spin in kcal/mol: 31.84
Frontier orbital gap (spin up / spin down) in eV: 4.1918 / 10.2055

The geometry in XYZ format:
```
16
Properties=species:S:1:pos:R:3:lowdin_spin:R:1
N 0.62030 0.04674 -2.37721 0.329
H -0.19497 -0.58215 -2.52056 0.118
H 0.70712 0.35625 -1.24211 0.032
H 1.47958 -0.45199 -2.69808 0.135
H 0.48934 0.88708 -2.96724 0.130
C 0.06705 -1.25806 1.43778 0.029
C -0.32978 0.05096 0.84784 0.043
C -1.55691 0.52711 0.79592 0.035
N 0.74368 0.72835 0.16128 0.044
H 0.85762 -1.13091 2.17997 0.002
H 0.44900 -1.91114 0.66189 0.029
H -0.78754 -1.74241 1.90278 0.001
H -1.77481 1.45664 0.31881 0.016
H -2.37193 -0.02123 1.24428 0.002
H 1.65891 0.50637 0.56041 0.026
H 0.62449 1.73451 0.16693 0.027
```

(3)
The following is a DFT calculation (the ωB97M-V functional and the def2-TZVPD basis) of 2 unconnected molecules or ions with the total composition C3H11N2 at a distorted geometry.

Summary:
2S+1: 2
Highest occupied orbital energy (spin up / spin down) in Eh: -0.1601 / -0.3378
ΔE to the lowest compared entry with this formula, charge and spin in kcal/mol: 21.76
Frontier orbital gap (spin up / spin down) in eV: 5.5383 / 10.2626

The geometry in XYZ format:
```
16
Properties=species:S:1:pos:R:3:lowdin_spin:R:1
C -1.25829 0.00877 -1.53324 0.008
C -0.37570 -1.17566 -1.94178 0.001
H -2.00042 -0.43215 -0.88838 0.000
H -1.79796 0.47134 -2.30079 0.001
H -0.55581 0.78111 -1.04185 0.004
H -0.98164 -1.94186 -2.19628 0.000
H 0.38196 -0.87112 -2.63741 0.000
H 0.22547 -1.46767 -0.97703 0.001
N 0.19376 -0.18574 2.33419 0.158
C 0.37513 0.88126 1.47774 0.533
N 1.63820 1.16618 1.23944 0.202
H 1.00901 -0.51063 2.77756 0.015
H -0.71060 -0.46537 2.65299 0.004
H -0.37267 1.47617 0.94399 0.037
H 1.89399 1.87156 0.62852 0.008
H 2.33558 0.39382 1.46231 0.027
```

(4)
The following is a DFT calculation (the ωB97M-V functional and the def2-TZVPD basis) of 2 unconnected molecules or ions with the total composition C3H11N2 at a distorted geometry.

Summary:
Total charge: +1
Highest occupied orbital energy in Eh: -0.4819
ΔE to the lowest compared entry with this formula, charge and spin in kcal/mol: 70.14
Frontier orbital gap in eV: 9.8694

The geometry in XYZ format:
```
16
Properties=species:S:1:pos:R:3:lowdin_charge:R:1
C -1.63636 -0.28805 -1.68248 0.045
N -0.49845 0.62742 -1.12217 0.134
H -2.09911 -0.65996 -0.81622 0.079
H -1.07901 -0.97295 -2.33877 0.108
H -2.29335 0.36041 -2.26728 0.106
H -0.41144 1.34734 -1.83025 0.162
H -0.95654 1.00650 -0.31772 0.097
H 0.25212 0.30619 -0.54775 0.063
C 1.53423 -1.23587 0.83966 0.005
C 1.44085 0.07987 1.29872 -0.211
N 0.11340 0.78911 1.57449 -0.028
H 2.30802 -1.90608 1.18947 0.059
H 0.91438 -1.78991 0.13424 0.048
H 2.39432 0.47207 1.69123 0.102
H -0.18431 0.05102 2.21793 0.083
H 0.20124 1.81288 1.97687 0.148
```

(5)
The following is a DFT calculation (the ωB97M-V functional and the def2-TZVPD basis) of 2 unconnected molecules or ions with the total composition C3H11N2 at a distorted geometry.

Summary:
Total charge: +1
Highest occupied orbital energy in Eh: -0.5393
ΔE to the lowest compared entry with this formula, charge and spin in kcal/mol: 23.38
Frontier orbital gap in eV: 10.1901

The geometry in XYZ format:
```
16
Properties=species:S:1:pos:R:3:lowdin_charge:R:1
C -3.37144 0.31607 0.76790 -0.165
C -1.84021 0.47685 1.12471 -0.196
H -3.41449 0.49642 -0.33400 0.060
H -3.78638 -0.70434 0.95534 0.074
H -3.96224 1.15502 1.22644 0.076
H -1.28511 -0.28258 0.53822 0.016
H -1.65667 0.25928 2.23731 0.080
H -1.38823 1.49029 0.86852 0.073
N 2.56745 -0.14762 0.25668 0.203
C 1.63640 -0.63991 -0.50084 -0.108
N 1.41747 -0.19598 -1.79254 0.212
H 3.05115 0.75196 0.03641 0.178
H 2.62408 -0.44697 1.21445 0.142
H 0.96821 -1.33373 -0.06722 0.143
H 0.45570 -0.32342 -1.98822 0.115
H 1.95102 0.42520 -2.28681 0.096
```

(6)
The following is a DFT calculation (the ωB97M-V functional and the def2-TZVPD basis) of 2 unconnected molecules or ions with the total composition C3H11N2 at a distorted geometry.

Summary:
Total charge: +1
Highest occupied orbital energy in Eh: -0.5430
ΔE to the lowest compared entry with this formula, charge and spin in kcal/mol: 80.65
Frontier orbital gap in eV: 10.4950

The geometry in XYZ format:
```
16
Properties=species:S:1:pos:R:3:lowdin_charge:R:1
C -1.37512 0.67030 0.72187 -0.019
C 1.28805 1.27175 0.52556 0.018
C 0.31990 -0.99878 0.61772 0.063
N 0.01698 -1.34940 -1.49651 0.023
N 0.07602 0.32688 0.61167 -0.198
H -1.72960 0.77271 -0.34734 0.106
H -2.14051 -0.03393 1.14311 0.126
H -1.58998 1.59818 1.17442 0.077
H 1.04796 2.03525 -0.23984 0.099
H 1.50897 1.80987 1.51241 0.119
H 2.23845 0.65665 0.33456 0.119
H 1.24799 -1.29294 0.15294 0.094
H -0.23901 -1.90473 0.48172 0.115
H -0.80404 -0.78144 -1.17758 0.043
H 0.74629 -0.77407 -2.03267 0.126
H -0.61235 -2.00630 -1.98203 0.090
```

(7)
The following is a DFT calculation (the ωB97M-V functional and the def2-TZVPD basis) of 2 unconnected molecules or ions with the total composition C3H11N2 at a distorted geometry.

Summary:
Total charge: +1
Highest occupied orbital energy in Eh: -0.5320
ΔE to the lowest compared entry with this formula, charge and spin in kcal/mol: 29.72
Frontier orbital gap in eV: 11.5169

The geometry in XYZ format:
```
16
Properties=species:S:1:pos:R:3:lowdin_charge:R:1
C -0.61711 0.69936 -2.30267 -0.059
N -0.70515 -0.39246 -1.67453 0.013
H -1.46354 1.22686 -2.74009 0.088
H 0.36879 1.16381 -2.35660 0.072
H 0.16571 -0.71757 -0.05172 0.086
H -1.52627 -0.97060 -1.84260 0.076
C -0.40412 -0.74324 1.96558 0.010
N 0.59873 -0.49609 0.87241 -0.063
C 1.04388 0.93889 0.78194 0.002
H -0.40109 0.12711 2.61123 0.096
H -0.11157 -1.62982 2.52788 0.105
H -1.37934 -0.91922 1.52135 0.102
H 1.37550 -1.15179 0.92481 0.173
H 1.48682 1.08460 -0.19450 0.090
H 0.17291 1.52843 1.02297 0.100
H 1.76414 1.08919 1.58150 0.107
```

(8)
The following is a DFT calculation (the ωB97M-V functional and the def2-TZVPD basis) of 2 unconnected molecules or ions with the total composition C3H11N2 at a distorted geometry.

Summary:
Total charge: +1
Highest occupied orbital energy in Eh: -0.4851
ΔE to the lowest compared entry with this formula, charge and spin in kcal/mol: 55.78
Frontier orbital gap in eV: 8.2902

The geometry in XYZ format:
```
16
Properties=species:S:1:pos:R:3:lowdin_charge:R:1
C -1.84126 1.05919 0.18559 -0.106
C -0.83583 -1.23754 0.21994 -0.110
C 1.81147 0.53667 0.13641 0.105
N 2.43238 -0.35949 -0.57115 0.203
N -0.73362 0.17524 -0.12645 -0.219
H -2.85582 0.65324 -0.23220 0.118
H -1.98401 1.00166 1.33230 0.114
H -1.61191 2.06139 -0.16447 0.076
H -0.25895 -1.84689 -0.56491 0.106
H -0.19514 -1.33898 1.11252 0.071
H -1.81587 -1.62473 0.42814 0.080
H 1.44579 1.43628 -0.28778 0.102
H 1.77649 0.52796 1.19137 0.112
H 2.58230 -1.17825 -0.05728 0.126
H 2.54663 -0.14958 -1.54404 0.151
H -0.46264 0.28384 -1.05799 0.070
```

(9)
The following is a DFT calculation (the ωB97M-V functional and the def2-TZVPD basis) of 2 unconnected molecules or ions with the total composition C3H11N2 at a distorted geometry.

Summary:
Total charge: +1
Highest occupied orbital energy in Eh: -0.5497
ΔE to the lowest compared entry with this formula, charge and spin in kcal/mol: 25.66
Frontier orbital gap in eV: 10.8751

The geometry in XYZ format:
```
16
Properties=species:S:1:pos:R:3:lowdin_charge:R:1
C 0.50039 -1.79372 1.53582 -0.170
C -0.56793 -1.30249 0.53744 -0.169
H 0.98425 -2.77882 1.35323 0.075
H 1.34516 -1.12776 1.63751 0.037
H 0.10389 -2.08870 2.58877 0.107
H -0.20491 -1.27864 -0.52236 0.041
H -0.78795 -0.20873 0.69427 0.059
H -1.40613 -1.97593 0.65216 0.072
N 0.87081 1.91232 -0.34042 0.195
C -0.08404 1.94527 -1.23229 -0.177
N -0.71003 0.89518 -1.76327 0.158
H 1.17791 1.06245 0.21273 0.164
H 1.12556 2.82534 0.02970 0.146
H -0.41345 2.90154 -1.53746 0.147
H -1.71646 1.03577 -2.13044 0.196
H -0.21707 -0.02310 -1.71541 0.118
```

(10)
The following is a DFT calculation (the ωB97M-V functional and the def2-TZVPD basis) of 2 unconnected molecules or ions with the total composition C3H11N2 at a distorted geometry.

Summary:
Total charge: +1
Highest occupied orbital energy in Eh: -0.5091
ΔE to the lowest compared entry with this formula, charge and spin in kcal/mol: 161.23
Frontier orbital gap in eV: 5.5429

The geometry in XYZ format:
```
16
Properties=species:S:1:pos:R:3:lowdin_charge:R:1
C 2.17938 -0.54830 0.47124 -0.152
C -0.71159 -0.48097 -0.23104 0.221
C -1.96934 -0.00913 0.44329 -0.202
N -2.43838 1.06736 -0.49852 0.081
N 2.55921 0.66694 -0.22005 -0.033
H 2.78754 -1.52475 0.26539 0.142
H 1.92515 -0.28911 1.46551 0.071
H -0.64627 -1.67698 -0.25421 0.155
H -0.56092 -0.05514 -1.23329 0.115
H -2.70422 -0.79651 0.53689 0.141
H -1.82726 0.46262 1.37178 0.119
H -2.82342 0.67102 -1.28963 0.059
H -1.45902 1.29823 -0.74562 0.078
H 1.62311 0.90058 -0.62110 0.064
H 2.86498 1.35381 0.46979 0.086
H 1.20104 -1.03967 0.06959 0.054
```

(11)
The following is a DFT calculation (the ωB97M-V functional and the def2-TZVPD basis) of 2 unconnected molecules or ions with the total composition C3H11N2 at a distorted geometry.

Summary:
2S+1: 2
Total charge: +2
Highest occupied orbital energy (spin up / spin down) in Eh: -0.7194 / -0.7194
ΔE to the lowest compared entry with this formula, charge and spin in kcal/mol: 51.08
Frontier orbital gap (spin up / spin down) in eV: 12.0394 / 4.7892

The geometry in XYZ format:
```
16
Properties=species:S:1:pos:R:3:lowdin_spin:R:1
C -2.11787 -0.19258 1.38751 0.314
C -1.17669 -1.29145 1.23610 0.236
H -2.21066 0.25666 2.38401 0.018
H -1.85047 0.72205 0.70924 0.181
H -3.12693 -0.29279 0.93989 0.059
H -1.51030 -2.21373 1.82757 0.138
H -0.10787 -1.21566 1.49625 0.040
H -1.23347 -1.67868 0.21794 0.012
N 1.27751 0.16483 -2.19346 0.000
C 1.76108 0.35777 -0.98314 0.000
N 2.09754 1.54860 -0.57835 0.000
H 0.83593 0.92181 -2.69175 0.000
H 1.04766 -0.73052 -2.59321 0.000
H 1.67098 -0.44889 -0.26581 0.001
H 2.57351 1.73028 0.29491 0.000
H 2.07005 2.36231 -1.18771 0.000
```

(12)
The following is a DFT calculation (the ωB97M-V functional and the def2-TZVPD basis) of 2 unconnected molecules or ions with the total composition C3H11N2O at a distorted geometry.

Summary:
Total charge: +1
Highest occupied orbital energy in Eh: -0.5410
ΔE to the lowest compared entry with this formula, charge and spin in kcal/mol: 34.12
Frontier orbital gap in eV: 11.4451

The geometry in XYZ format:
```
17
Properties=species:S:1:pos:R:3:lowdin_charge:R:1
C -1.50693 0.53564 1.38753 -0.098
C -1.61077 0.13860 -0.05986 -0.214
N 1.55792 -0.84403 -1.80225 0.182
C 0.31277 -0.72219 -1.39806 -0.148
N -0.24414 0.23247 -0.65677 0.037
H -2.42444 1.27355 1.48442 0.119
H -1.50395 -0.27931 2.24575 0.125
H -0.52391 1.06054 1.58880 0.063
H -1.95924 -0.85766 -0.22817 0.108
H -2.23932 0.88569 -0.70338 0.158
H 2.26365 -0.11390 -1.70488 0.144
H 1.64253 -1.64467 -2.46954 0.161
H -0.39856 -1.31908 -1.88026 0.144
H 0.41908 0.90364 -0.23936 0.133
H 2.30277 -0.50626 1.57602 0.096
H 2.04832 0.98575 1.70333 0.021
O 1.86422 0.27123 1.15669 -0.031
```